A cluster of 2 separate species, C12H16SSi in total. Source: OMol25; level of theory: ωB97M-V/def2-TZVPD.

Calculated values
HOMO-LUMO gap   7.5 eV
LUMO energy   0.21 eV
Energy relative to the best compared isomer or geometry (same formula, charge and spin)   47.14 kcal/mol

```
! wB97M-V def2-TZVPD RIJCOSX def2/J DEFGRID3
* xyz 0 1
S 2.5377 -1.3681 -0.2572
Si -1.6665 -1.5007 0.3977
C 2.1612 0.7359 -1.6705
C -0.9910 -0.0779 1.2952
C 1.4008 -0.2724 -2.2692
C -1.3729 -3.2951 0.7589
C 1.4470 -1.4212 -1.5607
C 2.2657 2.0821 -2.3179
C -1.0499 1.2844 0.8951
C -0.5382 2.0178 1.9234
C -0.2650 1.1750 3.0820
C -0.5164 -0.1784 2.5399
C -2.8870 -1.1271 -1.0632
C 2.7879 0.3335 -0.5493
H 2.2039 2.0695 -3.4464
H 3.2021 2.6459 -2.0447
H -0.2041 -1.0300 3.1042
H -3.8196 -0.9331 -0.5343
H 3.3805 1.0234 -0.0335
H -1.4763 1.6541 0.0049
H -1.0180 1.5434 3.9148
H -0.6764 -3.6537 1.5798
H 0.6492 1.2083 3.6246
H 1.4734 2.6130 -1.7356
H -2.0487 -4.0161 0.3888
H -2.5250 -0.2427 -1.5846
H 0.8360 -2.3268 -1.6647
H -3.1500 -1.9004 -1.7267
H -0.6484 3.1364 1.8451
H 0.5078 -0.1793 -2.8956
*
```

=====

The molecule C3H6O3. Source: OMol25; level of theory: ωB97M-V/def2-TZVPD.

Calculated values
HOMO-LUMO gap   10.9 eV
LUMO energy   0.59 eV
Energy relative to the best compared isomer or geometry (same formula, charge and spin)   33.06 kcal/mol

```
! wB97M-V def2-TZVPD RIJCOSX def2/J DEFGRID3
* xyz 0 1
O 1.6196 1.1514 -0.0304
O 0.6155 1.2359 -2.0444
O -0.4806 -0.3467 2.0891
C 0.0071 -0.5805 -0.3415
C -1.0774 -0.2877 0.6918
C 0.7298 0.6923 -0.7418
H 0.3167 -0.9671 2.0754
H -0.2438 -1.1516 -1.2125
H 1.2905 2.0015 -1.9448
H 0.6272 -1.2575 0.2496
H -1.7860 -1.1843 0.6052
H -1.6187 0.6943 0.6043
*
```

=====

A cluster of 5 separate species, C38H60F3N5O4 in total. Source: OMol25; level of theory: ωB97M-V/def2-TZVPD.

Calculated values
HOMO-LUMO gap   8.4 eV
LUMO energy   0.21 eV

```
! wB97M-V def2-TZVPD RIJCOSX def2/J DEFGRID3
* xyz 0 1
F 2.9814 -2.5587 -3.5287
F 4.8192 -3.1386 -2.1232
F 2.6239 -3.6488 -1.3432
O -1.4888 0.0472 -0.5887
O 3.4714 -1.3072 -1.4300
O -1.1300 -3.8059 -0.6086
O 0.9612 -1.5973 0.1773
N 1.2121 2.8307 -7.9795
N -3.9471 1.0380 -6.4651
N 0.0201 -5.0132 6.8345
N 3.5970 0.6910 8.6960
N 0.2232 -1.9459 -2.0845
C 5.9948 -0.1970 6.1640
C 0.3839 -1.4740 4.7877
C -2.7185 3.8143 -2.5152
C -0.1386 0.3867 -1.1490
C 0.3989 -5.4092 10.3910
C -4.6613 2.4009 -9.9620
C -4.9542 2.9910 -3.9165
C -2.6565 2.5616 -8.4007
C -5.8502 1.5790 -3.9433
C -0.2651 2.6084 -2.7519
C -1.0670 -5.8310 10.4047
C 1.6450 1.8208 -7.3608
C 1.0188 1.5463 6.1229
C 2.1668 0.6035 -6.6150
C 0.6676 -1.2543 6.4019
C 0.9649 0.2284 7.0960
C 5.2649 1.1026 6.5091
C -0.0502 -0.6131 -6.9104
C 0.3177 -4.6687 8.0104
C 0.4170 -0.1506 3.8095
C -2.1109 1.2301 0.0260
C -4.0849 2.9022 -2.4903
C 6.8691 -0.7073 7.3051
C 0.6765 -4.2533 9.4279
C -1.5739 3.2376 -3.5561
C -0.4316 0.9479 -2.6754
C 2.3256 -0.4427 -1.7491
C 0.8880 -0.9310 -1.1306
C 3.4042 -2.6086 -2.1105
C -3.6901 3.3236 -9.2326
C -3.3620 1.7288 -7.3427
C 0.1188 -0.1436 2.1977
C 4.3532 0.8776 7.7044
C 0.7412 1.3253 4.5227
C 1.3516 -0.6827 1.2591
C -0.4571 -2.9078 -1.3414
C 0.0482 -2.9404 4.1319
C 1.4599 -0.6552 -7.1216
H 0.3833 1.2638 -0.5406
H 7.3926 -1.6202 7.0038
H -1.5768 0.7540 -2.9464
H -5.2557 1.8049 -9.2623
H 0.7517 2.3019 3.8427
H -0.2947 -0.4904 -5.8490
H -2.0425 2.4649 -4.3266
H -0.4618 -3.5916 4.9842
H 6.6229 -0.0315 5.2817
H -6.6005 1.5940 -4.8419
H 2.0666 -1.3083 1.9809
H -1.1700 4.1331 -4.2166
H 1.9934 0.7365 -5.5417
H -1.5312 2.2398 -0.1636
H -1.3898 -6.2029 9.4272
H 3.2466 0.5185 -6.7765
H -0.7375 -2.8009 3.2545
H 1.0145 -6.2755 10.1198
H 1.9688 0.2536 0.9269
H -0.5137 0.2068 -7.4680
H 0.6920 -5.1100 11.4034
H 0.7664 2.8656 -3.2843
H -3.1691 3.9451 -9.9692
H -1.7141 -4.9921 10.6857
H -1.2233 -6.6387 11.1268
H 7.6203 0.0392 7.5879
H 5.9823 1.8953 6.7469
H -0.5090 -1.5434 -7.2604
H 5.2668 -0.9740 5.9005
H -4.1258 1.7165 -10.6300
H 0.6211 -2.1959 7.1134
H 1.2070 2.6565 6.5170
H 1.0542 -3.4349 3.7333
H -5.3620 2.9871 -10.5652
H 1.7362 -3.9798 9.4651
H 1.1312 0.3658 8.2495
H -1.9767 3.2658 -7.9097
H -5.0664 0.6890 -4.0294
H -3.2465 1.3316 -0.3218
H -2.3079 3.8738 -1.3960
H -6.4570 1.5331 -2.9192
H 6.2751 -0.9516 8.1914
H 0.1926 0.4151 -3.5117
H 2.5603 0.6126 -1.2421
H -2.9468 4.9429 -2.8204
H -0.8551 -0.7535 1.9137
H -2.1723 1.1207 1.2124
H 4.6637 1.4336 5.6557
H -4.7659 3.2859 -1.6150
H 0.0883 -3.3718 9.7051
H -4.2619 4.0006 -8.5862
H 1.8673 -1.5289 -6.6010
H -0.0508 0.9981 1.8927
H -3.8134 1.7445 -2.3866
H -0.1912 3.0642 -1.6726
H -5.7094 3.8846 -3.8684
H -2.0591 1.9021 -9.0395
H 2.1945 -0.2063 -2.8992
H -4.2151 3.0157 -4.8238
H 1.6647 -0.7923 -8.1905
*
```

=====

A structure of composition C8H5NOOsS3Te. Source: OMol25; level of theory: ωB97M-V/def2-TZVPD.

Calculated values
HOMO-LUMO gap   6.8 eV
LUMO energy   -1.71 eV
Energy relative to the best compared isomer or geometry (same formula, charge and spin)   0.00 kcal/mol

```
! wB97M-V def2-TZVPD RIJCOSX def2/J DEFGRID3
* xyz 0 1
Os 0.2760 -0.7306 1.9730
Te -1.0735 1.2880 1.3901
S 2.7812 0.1310 5.5793
S 2.2944 -0.2553 2.5662
S 0.0937 -0.4188 4.2454
O -0.6489 -4.8563 1.7376
N -0.2888 -2.5219 1.5903
C 1.8081 -0.1652 4.3521
C -0.4563 -3.7066 1.6851
C -0.1324 2.1665 -2.7926
C -0.5714 -0.1930 -2.6937
C -0.7080 1.1404 -0.6931
C -0.8193 -0.0919 -1.3312
C -0.3675 2.2709 -1.4300
C -0.2298 0.9343 -3.4252
H -0.6601 -1.1535 -3.1843
H -1.1124 -0.9758 -0.7765
H -0.2767 3.2346 -0.9443
H -0.0403 0.8543 -4.4874
H 0.1321 3.0488 -3.3607
*
```

=====

A cluster of 2 separate species, C2H4F3N2 in total. Source: OMol25; level of theory: ωB97M-V/def2-TZVPD.

Calculated values
HOMO-LUMO gap   10.2 eV
LUMO energy   -4.68 eV
Energy relative to the best compared isomer or geometry (same formula, charge and spin)   52.71 kcal/mol

```
! wB97M-V def2-TZVPD RIJCOSX def2/J DEFGRID3
* xyz 1 1
F -0.9353 0.5673 -3.3219
F -1.9464 2.0971 -2.0739
F -2.6378 0.0531 -2.0594
N 0.9645 0.4416 -0.4644
N -0.9689 -0.4773 0.2577
C -1.6256 0.8553 -2.2853
C -0.2889 0.1832 -0.5084
H 1.5375 1.2809 -0.8402
H -1.8182 -0.9689 -0.1008
H 1.5229 0.0238 0.2602
H -0.6865 -0.6827 1.2648
*
```

=====

A structure of composition C6H24N12O6Ti. Source: OMol25; level of theory: ωB97M-V/def2-TZVPD.

Calculated values
HOMO-LUMO gap (spin up / spin down)   4.3 / 10.1 eV
LUMO energy (spin up / spin down)   -1.72 / -1.78 eV
Energy relative to the best compared isomer or geometry (same formula, charge and spin)   31.02 kcal/mol
⟨S²⟩   3.75

```
! wB97M-V def2-TZVPD RIJCOSX def2/J DEFGRID3
* xyz 1 4
Ti 0.2100 0.2785 0.6494
O -1.9029 -1.7043 0.5667
O 2.2002 1.4251 1.1179
O -0.9283 2.3457 0.0398
O 2.3589 -1.1845 -0.3597
O -0.6697 0.5539 2.8126
O 0.2232 -0.5038 -2.0099
N -0.4369 0.9413 5.0260
N -0.6584 -0.0818 -4.1094
N -2.7067 -3.8356 0.3104
N 2.5730 -2.5141 -2.2057
N 3.8633 2.6975 0.2387
N 1.7099 3.3897 0.0666
N -2.8037 0.9923 -0.1205
N 0.0900 1.6121 -2.7933
N 3.8018 -2.9377 -0.3426
N -0.6838 -1.1764 4.2858
N -1.8234 -2.7403 -1.4441
N -2.9764 3.2551 0.1120
C -2.1630 2.1631 -0.0266
C -2.1411 -2.6910 -0.1366
C -0.6616 0.1324 3.9784
C 2.5541 2.3999 0.4227
C -0.0645 0.2746 -2.9309
C 2.8178 -2.1713 -0.9224
H -2.4917 4.0047 0.5791
H 3.1452 -3.1246 -2.7489
H -1.2334 -2.0396 -1.8702
H -3.7743 1.0892 0.1147
H 4.5418 2.0840 0.6516
H 4.0602 3.3865 -0.4613
H -1.0242 -1.0180 -4.1356
H -3.9724 3.2031 0.2221
H 3.9633 -2.6246 0.6024
H -0.1558 2.2432 -3.5280
H -0.1960 1.9022 4.8542
H 2.0855 4.0442 -0.5953
H -2.2551 -3.4118 -2.0514
H -0.6093 0.6700 5.9752
H -2.6852 -4.6854 -0.2185
H -0.7109 -1.4685 5.2445
H 4.3091 -3.7101 -0.7235
H 0.1020 1.8456 -1.8017
H -2.3091 0.1119 -0.2288
H -3.1368 -3.8524 1.2183
H 0.7302 3.3315 0.2890
H 1.9074 -1.8073 -2.5129
H -0.9788 0.6737 -4.6774
H -1.0935 -1.7678 3.5772
*
```

=====

The molecule C4H6O2. Source: OMol25; level of theory: ωB97M-V/def2-TZVPD.

Calculated values
HOMO-LUMO gap   8.8 eV
LUMO energy   0.50 eV
Energy relative to the best compared isomer or geometry (same formula, charge and spin)   79.03 kcal/mol

```
! wB97M-V def2-TZVPD RIJCOSX def2/J DEFGRID3
* xyz 0 1
O 2.6579 -1.0640 -0.0210
O 1.6878 1.0608 -0.0046
C -1.2741 -0.9067 0.1679
C 0.2901 1.2511 0.2019
C -0.3656 0.0194 -0.5447
C 1.7874 -0.2747 -0.1668
H -0.7235 -1.8368 0.5779
H -1.8123 -0.5635 1.0756
H -1.9199 -1.2094 -0.6507
H -0.2513 0.1138 -1.6190
H -0.1684 2.0995 -0.2809
H 0.0919 1.3104 1.2645
*
```

=====

A cluster of 2 separate species, C4H12 in total. Source: OMol25; level of theory: ωB97M-V/def2-TZVPD.

Calculated values
HOMO-LUMO gap   12.0 eV
LUMO energy   1.14 eV
Energy relative to the best compared isomer or geometry (same formula, charge and spin)   32.02 kcal/mol

```
! wB97M-V def2-TZVPD RIJCOSX def2/J DEFGRID3
* xyz 0 1
C 1.8112 1.7200 1.4650
C 1.6046 0.8751 0.2560
C -1.1196 -1.1717 -0.3398
C -2.2927 -1.4109 -1.4682
H 0.5225 0.5468 0.2753
H 1.0579 1.8083 2.2384
H 2.5624 1.4119 2.1626
H -3.2856 -1.1762 -1.0911
H -0.8140 -0.1273 -0.1763
H 2.0710 -0.0844 0.4255
H 1.9961 1.2686 -0.7300
H -2.1392 -2.4602 -1.8013
H -2.2254 -0.6333 -2.2287
H -1.4711 -1.4526 0.7368
H -0.4009 -1.8900 -0.5853
H 2.1051 2.7135 1.2961
*
```

=====

| no. | electronic energy (hartree) | strongest force on any atom (eV/A) |
| --- | --- | --- |
| 1 | -1154.38379 | 4.92 |
| 2 | -343.60187 | 3.54 |
| 3 | -2357.48654 | 11.19 |
| 4 | -1991.09694 | 0.57 |
| 5 | -487.37323 | 8.44 |
| 6 | -2201.02503 | 2.60 |
| 7 | -306.38035 | 6.27 |
| 8 | -159.53395 | 4.07 |